[1]
{
  "formula": "C24H37F2HgNO12PPb",
  "method": "ωB97M-V/def2-TZVPD",
  "mol_weight_g_mol": 1008.315,
  "total_charge": 3,
  "species": ["Pb", "Hg", "P", "F", "F", "O", "O", "O", "O", "O", "O", "O", "O", "O", "O", "O", "O", "N", "C", "C", "C", "C", "C", "C", "C", "C", "C", "C", "C", "C", "C", "C", "C", "C", "C", "C", "C", "C", "C", "C", "C", "C", "H", "H", "H", "H", "H", "H", "H", "H", "H", "H", "H", "H", "H", "H", "H", "H", "H", "H", "H", "H", "H", "H", "H", "H", "H", "H", "H", "H", "H", "H", "H", "H", "H", "H", "H", "H", "H"],
  "coordinates": [[4.10, 0.89, -2.76], [-2.63, 2.92, -0.53], [0.71, 1.33, -0.87], [1.20, 2.05, 0.49], [0.34, -0.23, -0.45], [3.53, -0.81, 1.14], [-2.18, 1.50, 1.20], [1.82, 1.21, -1.89], [1.58, -2.65, -2.57], [-0.63, 1.99, -1.14], [-3.20, 0.31, 2.78], [0.85, 5.33, 0.78], [-2.92, 2.14, -2.85], [-1.09, 4.17, 0.72], [-3.44, 0.46, -4.34], [3.30, -1.34, -2.10], [4.44, 0.78, -0.22], [-2.20, -3.37, -3.05], [-2.71, -0.40, -5.23], [2.23, -4.56, -1.36], [2.88, -3.35, -0.71], [-2.44, -2.58, -2.26], [2.79, 0.54, 2.90], [1.42, 5.24, 3.02], [-2.19, 0.52, 1.97], [-2.96, -0.82, 3.63], [0.44, 4.10, 2.69], [-1.19, 1.21, -4.26], [3.80, 1.35, 2.11], [1.11, -3.93, -2.10], [-1.25, -0.18, -4.84], [-3.28, -3.12, 0.63], [-1.04, -0.40, 2.20], [-2.56, 1.38, -3.76], [2.60, -2.30, -1.79], [-2.83, -1.54, -1.26], [3.14, -0.86, 2.50], [-0.06, 4.49, 1.31], [3.96, 0.47, 0.88], [1.93, 5.62, 1.62], [-1.49, -1.08, 3.49], [-3.85, -2.04, -0.27], [1.79, 0.87, 2.65], [-1.92, -1.16, -0.78], [-0.31, 3.91, 3.46], [-3.29, -0.64, 4.66], [0.82, 6.06, 3.41], [2.76, 4.97, 1.37], [3.98, -1.30, 3.04], [4.81, 1.52, 2.48], [-0.98, -1.07, 1.34], [-3.40, -4.07, 0.11], [2.97, 0.67, 3.97], [-0.89, 1.98, -4.97], [-0.48, 1.24, -3.43], [-4.81, -2.31, -0.70], [-0.05, 0.07, 2.26], [-4.08, -1.19, 0.37], [2.40, -3.12, 0.24], [2.33, -1.58, 2.65], [2.96, -4.99, -2.05], [-2.85, -0.16, -6.28], [0.98, 3.18, 2.48], [-3.78, -3.20, 1.60], [2.22, 6.67, 1.57], [-1.30, -2.15, 3.41], [3.95, -3.44, -0.49], [0.23, -3.85, -1.47], [-2.90, -1.45, -5.01], [3.37, 2.28, 1.74], [-3.52, -1.69, 3.28], [-2.21, -3.01, 0.81], [-3.28, -0.73, -1.84], [1.90, -5.34, -0.67], [-1.00, -0.67, 4.38], [2.19, 4.90, 3.70], [-0.57, -0.31, -5.69], [-0.96, -0.86, -4.05], [0.92, -4.47, -3.03]]
}

***

[2]
{
  "formula": "C3H9NO3",
  "method": "ωB97M-V/def2-TZVPD",
  "mol_weight_g_mol": 107.109,
  "smiles": "O=CCNCO.O",
  "species": ["O", "O", "O", "N", "C", "C", "C", "H", "H", "H", "H", "H", "H", "H", "H", "H"],
  "coordinates": [[-1.12, 2.43, 2.06], [-0.41, 2.48, -1.03], [-0.03, -2.92, 0.19], [0.80, -0.66, 0.11], [0.31, 1.56, -0.76], [-0.11, 0.10, -0.72], [0.98, -2.05, -0.27], [-0.88, -2.61, -0.15], [-1.16, 0.07, -0.38], [1.10, -2.08, -1.36], [1.36, 1.68, -0.46], [-0.98, 2.62, 1.13], [1.91, -2.43, 0.15], [-2.03, 2.76, 2.17], [0.44, -0.66, 1.06], [-0.18, -0.29, -1.75]]
}

***

[3]
{
  "formula": "C3H14NO2S2",
  "method": "ωB97M-V/def2-TZVPD",
  "mol_weight_g_mol": 160.284,
  "total_charge": 1,
  "species": ["S", "S", "O", "O", "N", "C", "C", "C", "H", "H", "H", "H", "H", "H", "H", "H", "H", "H", "H", "H", "H", "H"],
  "coordinates": [[-2.63, 1.40, 0.45], [-2.28, -0.68, 0.19], [0.76, 2.55, -0.34], [-1.60, -1.54, -2.94], [1.04, 0.83, 1.54], [0.43, -0.68, 1.21], [-0.48, -0.69, -0.02], [1.63, -1.56, 0.96], [-0.25, 0.24, -0.68], [2.46, -0.77, 0.76], [-2.54, -1.44, -3.12], [-0.18, -0.82, 2.31], [1.79, -2.26, 1.74], [-0.30, -1.42, -0.85], [0.71, 3.54, -0.48], [-1.26, -2.25, -3.40], [1.47, -2.14, 0.02], [1.66, 1.12, 0.66], [0.60, 2.25, -1.28], [-2.88, 1.82, -0.85], [1.57, 0.96, 2.41], [0.28, 1.54, 1.70]]
}

***

[4]
{
  "formula": "C4H6N2",
  "method": "ωB97M-V/def2-TZVPD",
  "mol_weight_g_mol": 82.106,
  "species": ["N", "N", "C", "C", "C", "C", "H", "H", "H", "H", "H", "H"],
  "coordinates": [[0.42, 0.00, -0.46], [-1.74, 1.33, 0.03], [-1.20, -1.14, 0.04], [0.16, -1.26, -0.16], [-1.10, 0.27, -0.14], [1.59, 0.73, -0.05], [1.72, 1.61, -0.68], [-2.65, 1.19, 0.46], [1.51, 1.07, 0.99], [2.49, 0.11, -0.14], [-2.02, -1.83, 0.09], [0.84, -2.09, 0.02]]
}

***

[5]
{
  "formula": "C5H9NO",
  "method": "ωB97M-V/def2-TZVPD",
  "mol_weight_g_mol": 99.133,
  "smiles": "C[C@H]1N[C@H]1[C@H]1CO1",
  "species": ["O", "N", "C", "C", "C", "C", "C", "H", "H", "H", "H", "H", "H", "H", "H", "H"],
  "coordinates": [[0.81, -0.91, -0.92], [-0.11, 0.41, 1.60], [2.18, -0.68, -0.68], [0.21, 1.08, 0.34], [-1.20, 0.60, 0.65], [1.13, 0.45, -0.73], [-1.94, -0.55, 0.01], [2.74, -1.14, -1.51], [1.33, 1.13, -1.56], [-2.54, -0.19, -0.84], [0.31, 2.16, 0.46], [-1.26, -1.31, -0.36], [-1.90, 1.37, 1.01], [2.68, -0.84, 0.28], [0.20, -0.56, 1.52], [-2.64, -1.02, 0.72]]
}

***

[6]
{
  "formula": "C29H44F3N5O9",
  "method": "ωB97M-V/def2-TZVPD",
  "mol_weight_g_mol": 663.691,
  "species": ["F", "F", "F", "O", "O", "O", "O", "O", "O", "O", "O", "O", "N", "N", "N", "N", "N", "C", "C", "C", "C", "C", "C", "C", "C", "C", "C", "C", "C", "C", "C", "C", "C", "C", "C", "C", "C", "C", "C", "C", "C", "C", "C", "C", "C", "C", "H", "H", "H", "H", "H", "H", "H", "H", "H", "H", "H", "H", "H", "H", "H", "H", "H", "H", "H", "H", "H", "H", "H", "H", "H", "H", "H", "H", "H", "H", "H", "H", "H", "H", "H", "H", "H", "H", "H", "H", "H", "H", "H", "H"],
  "coordinates": [[0.53, -3.70, 1.12], [-4.67, -1.18, 1.27], [5.57, 2.21, -2.89], [-2.87, -2.17, 0.52], [-1.14, -2.63, 1.85], [3.24, -0.72, 1.05], [2.56, -2.91, 1.05], [-3.24, -3.52, 2.18], [3.71, 1.40, -0.79], [1.95, -1.59, 2.71], [5.25, 0.83, 0.82], [5.66, 0.53, -1.46], [1.86, 3.06, -1.46], [-4.89, -2.76, -1.62], [-0.20, 3.45, 0.90], [-1.53, -1.04, -1.96], [0.79, 1.78, 5.20], [-0.47, 2.48, -3.97], [2.46, 1.18, 2.47], [-1.44, -1.08, 4.39], [-0.18, 3.66, -3.00], [-0.81, -1.19, -1.07], [-4.72, -0.42, -4.34], [-4.38, -3.51, 1.39], [-4.28, -2.25, 0.61], [-0.79, 1.06, 3.24], [0.89, 3.52, 1.30], [-2.98, -1.35, -2.77], [-3.34, -0.94, -4.23], [-2.33, -2.74, 1.54], [1.67, -3.68, 1.78], [-4.04, -2.12, -2.15], [0.08, -1.31, 0.11], [5.06, 0.99, -2.62], [0.98, 3.36, -2.17], [1.52, -2.89, 3.01], [2.70, -1.67, 1.57], [0.51, 0.08, 0.59], [2.28, 3.70, 1.76], [3.64, 1.21, -2.19], [0.07, 1.46, 4.33], [3.03, 2.36, 1.66], [-0.66, 1.20, -3.20], [-0.90, -0.42, 3.08], [4.92, 0.89, -0.39], [1.32, 0.86, -0.52], [-0.97, 3.77, -2.26], [-5.11, 0.26, -3.59], [3.27, 2.12, -2.67], [0.38, 2.31, -4.62], [-2.96, -0.39, -2.27], [1.13, 0.01, 1.49], [2.81, 4.49, 1.24], [1.42, 1.08, 2.16], [3.16, 1.99, 0.65], [2.97, 0.26, 2.19], [-0.86, -0.76, 5.25], [-2.68, -0.18, -4.64], [-4.82, -2.31, -0.34], [-0.47, 1.45, 2.27], [-0.37, 0.61, 0.94], [-1.68, 1.59, 3.55], [-0.96, 0.39, -3.86], [1.38, 1.90, -0.20], [-0.06, 4.60, -3.54], [0.47, -2.79, 3.29], [-2.52, -1.01, 4.48], [-1.12, -2.12, 4.25], [-1.34, 2.61, -4.61], [-4.48, -4.38, 0.74], [0.80, 0.88, -1.47], [-3.15, -1.83, -4.83], [2.22, 3.99, 2.80], [-2.08, -1.94, -2.64], [2.06, -3.33, 3.85], [0.09, -0.81, 2.82], [-5.47, -1.21, -4.39], [4.04, 2.54, 2.00], [-4.89, 0.10, -5.29], [3.01, 0.36, -2.45], [-0.51, -1.81, 0.88], [0.89, -1.90, -0.30], [-1.61, -0.58, 2.26], [2.36, 0.54, -0.65], [-5.32, -3.40, 1.95], [2.01, -4.67, 2.09], [0.31, 0.90, -2.81], [-1.41, 1.32, -2.41], [5.16, 0.38, -3.51], [2.56, 1.49, 3.51]]
}

***

[7]
{
  "formula": "C32H86F3N7O10",
  "method": "ωB97M-V/def2-TZVPD",
  "mol_weight_g_mol": 786.073,
  "species": ["F", "F", "F", "O", "O", "O", "O", "O", "O", "O", "O", "O", "O", "N", "N", "N", "N", "N", "N", "N", "C", "C", "C", "C", "C", "C", "C", "C", "C", "C", "C", "C", "C", "C", "C", "C", "C", "C", "C", "C", "C", "C", "C", "C", "C", "C", "C", "C", "C", "C", "C", "C", "H", "H", "H", "H", "H", "H", "H", "H", "H", "H", "H", "H", "H", "H", "H", "H", "H", "H", "H", "H", "H", "H", "H", "H", "H", "H", "H", "H", "H", "H", "H", "H", "H", "H", "H", "H", "H", "H", "H", "H", "H", "H", "H", "H", "H", "H", "H", "H", "H", "H", "H", "H", "H", "H", "H", "H", "H", "H", "H", "H", "H", "H", "H", "H", "H", "H", "H", "H", "H", "H", "H", "H", "H", "H", "H", "H", "H", "H", "H", "H", "H", "H", "H", "H", "H", "H"],
  "coordinates": [[-0.88, -0.83, 2.99], [-2.37, 0.61, 2.25], [-0.33, 1.03, 2.22], [-1.29, 0.63, -0.48], [3.31, -4.78, -3.52], [0.36, 5.43, -4.24], [-2.69, -5.97, -3.25], [1.75, -0.10, -1.13], [1.66, -5.06, 4.38], [4.28, 0.15, -0.63], [-0.36, -1.46, 0.05], [-0.54, 7.66, -0.10], [-3.58, -2.19, 5.86], [2.09, 7.79, -4.40], [-2.90, -0.69, 8.06], [-1.48, -4.45, -0.91], [2.20, 1.54, 0.93], [3.12, -2.74, -1.34], [-1.36, 5.54, -1.82], [1.37, -4.00, 0.85], [3.27, -6.13, -3.85], [4.56, 0.94, 0.49], [-0.16, 8.57, 0.92], [3.44, 0.96, 1.54], [2.72, -5.44, 5.26], [-1.87, -1.21, 7.24], [2.46, -2.02, -3.61], [-2.55, 1.19, -0.82], [2.08, -4.53, -2.81], [-0.55, -4.25, 2.39], [-2.48, -2.50, 6.66], [1.84, -5.10, 2.96], [-3.64, -4.31, 0.15], [-2.79, -5.08, -0.87], [-3.46, -5.21, -2.28], [-2.26, 2.33, -1.71], [0.17, 9.20, -4.29], [2.19, -3.02, -2.41], [3.13, -0.37, 2.25], [-3.32, -6.12, -4.49], [5.31, 0.08, -1.66], [-0.69, -1.50, 8.18], [-2.14, 6.69, -1.63], [0.93, -4.06, 2.28], [0.02, 4.26, -4.90], [-3.19, -1.55, 4.64], [-1.90, 7.41, -0.27], [0.03, 6.60, -4.94], [-1.17, 0.04, 2.02], [0.66, 7.77, -4.06], [-1.25, -0.47, 0.49], [-3.62, 6.12, -1.76], [-0.38, 5.78, -1.69], [3.06, -3.46, -0.63], [4.64, 1.98, 0.19], [0.23, 9.42, -5.36], [2.97, -6.70, -2.97], [1.92, -5.17, -1.95], [5.00, -0.49, -2.53], [-1.14, -4.60, -1.85], [-0.46, -0.62, 8.78], [-1.67, -2.93, 6.07], [2.45, -6.44, -4.49], [-0.87, 9.27, -3.98], [-3.91, -3.35, -0.29], [-3.69, -0.37, 7.51], [0.09, 3.40, -4.24], [-3.19, -4.06, 1.11], [-2.77, -3.13, 7.50], [-2.59, -6.39, -5.26], [-4.44, 6.80, -1.54], [5.53, 0.73, 0.95], [4.22, -6.57, -4.17], [-2.43, 8.36, -0.35], [-0.92, 4.20, -5.44], [1.16, -3.04, 2.60], [-3.64, -5.11, -4.76], [6.11, -0.38, -1.07], [-2.66, -0.62, 4.82], [0.85, -0.42, -1.04], [-1.50, -0.51, 6.49], [-1.51, 2.04, -2.44], [-0.91, -4.37, 3.41], [-1.90, 3.13, -1.06], [-1.01, -5.08, 1.85], [-0.28, 8.16, 1.92], [0.20, -1.71, 7.59], [0.56, 7.42, -3.03], [2.54, 8.30, -3.66], [1.25, -2.60, -2.05], [-3.03, 0.50, -1.51], [-4.46, -5.62, -2.12], [-4.06, -6.91, -4.49], [1.90, 0.45, -0.36], [-2.72, -6.10, -0.50], [-3.61, -4.22, -2.73], [3.48, -4.67, 5.25], [-4.07, -1.39, 4.02], [3.87, 1.57, 2.33], [-2.48, -2.12, 4.04], [-4.65, -4.69, 0.30], [-1.45, 5.01, -2.67], [3.96, -2.99, -1.84], [2.43, -0.78, -1.13], [5.52, 1.11, -1.96], [-2.67, -0.06, 8.81], [2.23, -5.44, 6.24], [3.43, -2.25, -4.05], [-0.70, 9.52, 0.95], [0.76, -3.29, 0.47], [0.67, 9.88, -3.61], [-3.82, 5.80, -2.78], [2.56, -1.02, -3.20], [-3.73, 5.36, -0.99], [-1.95, 7.44, -2.39], [-2.30, 6.88, 0.59], [1.41, 1.62, 1.55], [2.21, -0.32, 2.84], [1.65, -6.05, 2.46], [0.88, -4.86, 0.65], [0.87, 4.03, -5.54], [3.01, -6.46, 4.98], [2.34, 2.54, 0.91], [-3.05, 2.69, -2.37], [1.59, -2.08, -4.27], [-1.05, 6.72, -5.05], [-0.95, -2.25, 8.92], [2.90, -5.02, 2.72], [-1.05, -3.29, 2.27], [3.97, -0.59, 2.91], [-2.21, -0.98, 0.42], [0.55, 6.62, -5.90], [0.91, 8.75, 0.80], [-1.55, -3.45, -0.79], [3.16, -1.31, 1.71], [1.22, -4.70, -3.46], [2.45, 6.88, -4.15], [-3.38, 1.29, -0.11]]
}

***

[8]
{
  "formula": "C33H29NO9OsP2",
  "method": "ωB97M-V/def2-TZVPD",
  "mol_weight_g_mol": 835.771,
  "species": ["Os", "P", "P", "O", "O", "O", "O", "O", "O", "O", "O", "O", "N", "C", "C", "C", "C", "C", "C", "C", "C", "C", "C", "C", "C", "C", "C", "C", "C", "C", "C", "C", "C", "C", "C", "C", "C", "C", "C", "C", "C", "C", "C", "C", "C", "C", "H", "H", "H", "H", "H", "H", "H", "H", "H", "H", "H", "H", "H", "H", "H", "H", "H", "H", "H", "H", "H", "H", "H", "H", "H", "H", "H", "H", "H"],
  "coordinates": [[0.33, 0.57, 0.14], [2.77, 2.63, -0.16], [1.83, 2.18, 2.56], [1.64, 3.01, 3.74], [1.55, 1.79, -0.72], [-1.50, 0.29, 0.67], [2.37, 3.08, 1.31], [3.17, 3.72, -1.04], [1.47, -0.76, 0.71], [3.94, 1.57, 0.05], [0.68, 1.37, 2.00], [3.06, 1.14, 2.73], [-0.10, -0.45, -1.67], [-4.15, 0.51, 1.31], [-2.29, 0.95, -0.32], [-2.54, 0.03, -1.51], [0.92, -1.12, -2.27], [4.64, -1.65, -0.01], [0.74, -1.83, -3.44], [0.00, 4.51, -1.21], [-1.57, -1.28, -3.36], [-1.33, -0.56, -2.19], [-0.29, -5.33, -0.46], [-1.19, 2.58, -2.03], [1.23, -3.01, -0.19], [-0.83, -4.21, 0.16], [-0.45, 3.72, -2.27], [5.82, -1.88, 0.68], [4.57, -2.80, 2.51], [-1.49, 2.20, -0.71], [3.42, -2.01, 0.54], [-4.35, 2.41, -0.14], [1.77, -4.14, -0.80], [3.40, -2.58, 1.81], [-0.52, -1.90, -4.01], [2.08, -1.75, -0.14], [-6.12, 1.89, 1.41], [-0.32, 4.17, 0.09], [1.01, -5.30, -0.94], [-3.63, 1.32, 0.31], [-0.07, -3.06, 0.30], [2.24, -1.16, -1.55], [-1.06, 3.02, 0.34], [-5.60, 2.70, 0.41], [5.79, -2.45, 1.94], [-5.39, 0.80, 1.86], [-3.14, 0.56, -2.26], [4.69, -1.17, -0.98], [3.57, 1.36, 3.51], [6.71, -2.63, 2.48], [-0.50, -2.20, 0.80], [1.59, -2.33, -3.88], [-1.53, 1.98, -2.86], [6.77, -1.59, 0.24], [0.62, 5.37, -1.41], [-0.69, -2.45, -4.92], [-1.83, -4.24, 0.55], [4.54, -3.24, 3.50], [-3.57, -0.32, 1.68], [0.02, 4.78, 0.92], [3.85, 1.00, 0.83], [-3.94, 3.06, -0.90], [-1.31, 2.75, 1.36], [2.92, -1.79, -2.13], [-2.58, -1.34, -3.73], [1.44, -6.17, -1.41], [-3.16, -0.80, -1.15], [2.79, -4.13, -1.16], [-7.08, 2.12, 1.84], [-0.89, -6.23, -0.56], [-6.15, 3.56, 0.06], [-5.79, 0.18, 2.66], [2.68, -0.17, -1.47], [2.44, -2.85, 2.26], [-0.19, 3.98, -3.29]]
}

***

Relative energy (zero: lowest compared OMol25 entry of this formula, charge and spin) / kJ/mol: 272.0, 185.9, 224.2, 277.1, 372.5, 1645.6, 215.0, 0.0